{
  "formula": "C6H21NO5",
  "method": "ωB97M-V/def2-TZVPD",
  "total_energy_ha": -672.220289,
  "smiles": "CC(=O)NCC(C)C.O.O.O.O",
  "homo_energy_ha": -0.371,
  "orbital_gap_ha": 0.3894,
  "lumo_energy_ha": 0.01835,
  "relative_energy_kj_mol": 0.00,
  "elements": ["C", "C", "O", "N", "C", "C", "C", "C", "H", "H", "H", "H", "H", "H", "H", "H", "H", "H", "H", "H", "H", "O", "H", "H", "O", "H", "H", "O", "H", "H", "O", "H", "H"],
  "xyz": [[0.456, 3.005, -1.434], [0.942, 1.733, -0.802], [0.884, 1.555, 0.409], [1.508, 0.827, -1.627], [1.931, -0.475, -1.152], [0.782, -1.485, -1.039], [1.230, -2.680, -0.215], [0.300, -1.927, -2.418], [0.353, 3.765, -0.671], [-0.492, 2.864, -1.955], [1.161, 3.384, -2.173], [1.398, 0.959, -2.625], [2.701, -0.852, -1.832], [2.391, -0.366, -0.176], [-0.052, -0.986, -0.544], [2.097, -3.169, -0.656], [0.454, -3.444, -0.157], [1.487, -2.410, 0.807], [-0.562, -2.588, -2.320], [1.076, -2.455, -2.972], [-0.044, -1.078, -3.017], [-3.201, 1.287, 1.452], [-2.957, 0.352, 1.600], [-3.394, 1.372, 0.512], [-2.406, -1.261, 1.906], [-2.975, -1.650, 2.572], [-1.594, -0.956, 2.389], [-0.326, -0.298, 3.368], [0.349, -0.091, 2.700], [-0.666, 0.592, 3.557], [-0.855, 2.241, 2.545], [-0.247, 2.189, 1.792], [-1.728, 2.045, 2.175]]
}


{
  "formula": "C6H21NO5",
  "method": "ωB97M-V/def2-TZVPD",
  "total_energy_ha": -671.808487,
  "homo_energy_ha": [-0.521, -0.522],
  "charge": 1,
  "s2": 0.765,
  "spin_multiplicity": 2,
  "orbital_gap_ha": [0.4021, 0.2640],
  "lumo_energy_ha": [-0.11909, -0.25790],
  "relative_energy_kj_mol": 54.03,
  "elements": ["C", "O", "C", "C", "C", "C", "N", "C", "H", "H", "H", "H", "H", "H", "H", "H", "H", "H", "H", "H", "H", "H", "H", "O", "H", "H", "O", "H", "H", "O", "H", "H", "O"],
  "xyz": [[1.033, -0.492, -1.971], [-0.122, 0.243, -1.590], [2.351, 0.213, -1.591], [3.002, -0.235, -0.253], [1.965, -0.940, 0.528], [1.127, -0.409, 1.483], [0.075, -0.932, 2.092], [-0.293, -2.306, 1.742], [0.905, -1.538, -1.690], [1.126, -0.480, -3.054], [-0.389, -0.070, -0.728], [3.018, 0.216, -2.455], [2.058, 1.266, -1.706], [3.804, -0.923, -0.523], [3.530, 0.532, 0.311], [1.912, -2.015, 0.426], [1.217, 0.676, 1.574], [-0.685, -0.375, 2.471], [-0.007, -3.114, 2.411], [0.101, -2.586, 0.772], [-1.365, -2.297, 1.564], [-2.704, -1.758, -0.243], [-2.450, -0.887, -1.305], [-3.054, -1.626, -1.126], [0.464, 2.295, -0.127], [0.572, 3.842, -0.179], [0.627, 3.076, 0.394], [-1.551, 1.697, -0.256], [-2.155, 2.579, -1.453], [-2.179, 2.342, -0.543], [-3.319, -0.256, 1.483], [-2.388, 0.998, 1.136], [-2.472, 0.049, 1.145]]
}


{
  "formula": "C6H22NO6",
  "method": "ωB97M-V/def2-TZVPD",
  "total_energy_ha": -747.989887,
  "homo_energy_ha": -0.181,
  "charge": -1,
  "orbital_gap_ha": 0.3001,
  "lumo_energy_ha": 0.11930,
  "relative_energy_kj_mol": 122.43,
  "elements": ["C", "O", "C", "C", "C", "C", "C", "N", "H", "H", "H", "H", "H", "H", "H", "H", "H", "H", "H", "H", "H", "H", "O", "H", "H", "O", "H", "H", "O", "H", "H", "O", "H", "H", "O"],
  "xyz": [[-2.456, -0.352, 1.362], [-2.922, -0.473, 0.017], [-1.498, 0.795, 1.635], [-0.445, 0.963, 0.511], [0.871, 0.265, 0.934], [1.718, 0.781, 1.866], [2.444, -1.385, 0.074], [1.087, -0.980, 0.372], [-2.221, -1.365, 1.750], [-3.407, -0.048, 1.836], [-0.890, 0.896, 2.526], [-2.114, 1.686, 1.884], [-0.804, 0.580, -0.436], [-0.368, 2.021, 0.090], [2.692, 0.506, 2.221], [1.460, 1.747, 2.279], [2.685, -2.393, 0.433], [2.542, -1.391, -1.022], [3.181, -0.609, 0.263], [0.276, -1.442, -0.097], [-1.936, -2.987, -0.971], [-2.355, -1.225, -0.521], [-1.464, -2.162, -1.092], [1.164, -0.264, 3.859], [1.316, -1.452, 3.046], [1.499, -1.168, 3.954], [-0.068, 1.355, -4.487], [-0.639, 0.965, -3.142], [-0.118, 1.668, -3.582], [-1.103, -1.259, -2.606], [-2.160, -0.347, -2.632], [-1.551, -0.698, -3.305], [1.086, 2.495, -2.544], [2.511, 2.459, -1.880], [1.988, 2.817, -2.597]]
}